Entry from OMol25: a molecular structure, C26H26BeN4OPS (ωB97M-V/def2-TZVPD).

The electronic energy is -55913.8708 eV. Its total charge is +1. As for the spin multiplicity: 1. The orbital gap comes out at 8.42 eV. The HOMO energy is -10.46 eV. The value obtained for the lowest unoccupied orbital energy is -2.0 eV. As for the relative energy (zero: lowest compared OMol25 entry of this formula, charge and spin): 17.6 kJ/mol.

Geometry (Å):
Be -0.25166 0.95777 -1.47323
C -4.49178 -2.96151 -1.01907
C -3.79669 -2.14395 -2.03682
N -4.14754 -1.95243 -3.26135
N -3.15994 -1.18551 -3.79327
C -2.18417 -0.90053 -2.92798
S -0.76894 -0.06315 -3.28320
N -2.59015 -1.50366 -1.78542
N -1.84220 -1.52442 -0.63068
H -5.41867 -3.34275 -1.43724
H -4.70853 -2.37886 -0.12354
H -3.85998 -3.80353 -0.73027
H -3.20276 -0.88558 -4.75291
H -1.50601 -2.46350 -0.44383
H -2.38080 -1.18639 0.15891
C 5.34887 1.62476 1.24164
C 4.39611 2.49086 0.72301
C 3.17329 1.99942 0.30232
C 2.88497 0.63725 0.39619
C 3.85899 -0.23111 0.88120
C 5.08467 0.26610 1.30351
P 1.17229 0.12429 0.00384
C 1.20582 -1.64283 0.43740
C 0.68106 -2.16828 1.61259
C 0.78897 -3.52954 1.86891
C 1.42029 -4.36890 0.96219
C 1.94190 -3.84756 -0.21532
C 1.82753 -2.49189 -0.47974
C 0.25505 0.94034 1.34509
C 0.75830 1.03102 2.62201
C 0.02945 1.68520 3.62959
C -1.20465 2.20859 3.35238
C -1.76088 2.11210 2.05639
C -3.04765 2.61958 1.75708
C -3.53019 2.54835 0.48193
C -2.74500 1.99645 -0.55337
C -1.48926 1.47170 -0.33975
C -1.01065 1.50586 1.01246
H 6.29544 2.00814 1.59820
H 4.60946 3.54973 0.65837
H 2.42169 2.67991 -0.08109
H 3.66844 -1.29224 0.94684
H 5.83119 -0.41258 1.69444
H 0.19647 -1.51809 2.32996
H 0.38141 -3.93252 2.78718
H 1.51966 -5.42432 1.17780
H 2.44965 -4.49339 -0.91961
H 2.23554 -2.07961 -1.39641
H 1.72481 0.59985 2.85585
H 0.45442 1.77398 4.62065
H -1.76864 2.71323 4.12769
H -3.63737 3.05394 2.55511
H -4.51492 2.93267 0.24697
H -3.16012 1.99878 -1.55792
C 1.03131 2.63144 -3.44367
O 0.57679 2.33169 -2.10794
H 2.02277 3.07986 -3.40863
H 0.33363 3.30221 -3.94291
H 1.08181 1.70104 -3.99857
H 0.51705 3.15252 -1.60395

***

Entry from OMol25: a molecular structure, C26H26BrN4O7S2V (ωB97M-V/def2-TZVPD).

The electronic energy is -165081.1743 eV. Its total charge is -1. As for the spin multiplicity: 2. The orbital gap (alpha / beta) comes out at 4.80 / 4.92 eV. The HOMO energy (alpha / beta) is -2.68 / -2.69 eV. The value obtained for the lowest unoccupied orbital energy (alpha / beta) is 2.1 / 2.2 eV. As for the expectation value of S²: 0.771.

Geometry (Å):
V 0.36982 -0.59155 0.15317
Br 3.48110 5.64560 2.07030
C 2.39568 4.08784 1.87815
C 1.03770 4.16376 2.19137
C 0.25124 3.04122 2.04399
C 0.77828 1.82815 1.55967
O 0.01320 0.79937 1.38785
C 2.19415 1.75724 1.32219
C 2.79786 0.49064 1.13505
N 2.04809 -0.59156 1.07446
C 2.44187 -1.86684 1.40577
C 3.71490 -2.34631 1.67303
C 3.88348 -3.69644 1.98502
C 2.81969 -4.56531 2.07948
C 1.50487 -4.10233 1.85979
C 0.33873 -4.89470 1.95001
C -0.88600 -4.31043 1.71221
C -0.97674 -2.96125 1.37638
N 0.10428 -2.18267 1.25411
C 1.32762 -2.74446 1.51198
C 2.97777 2.91885 1.46503
H 0.60363 5.08857 2.54542
H -0.80476 3.08421 2.27944
H 3.88266 0.41828 1.16261
H 4.57465 -1.69384 1.60440
H 4.88689 -4.07020 2.15249
H 2.98207 -5.61169 2.30761
H 0.42136 -5.94412 2.20396
H -1.79524 -4.89357 1.77961
H -1.93232 -2.48918 1.19261
H 4.04029 2.86733 1.26452
O -1.02571 0.08852 -2.85885
S -0.78058 -1.33108 -2.69461
O -1.90994 -2.14291 -3.10547
O -0.31328 -1.74328 -1.34475
C 0.54099 -1.65722 -3.84967
C 0.21654 -2.24929 -5.05963
C 1.19950 -2.42211 -6.02146
C 2.49702 -1.99235 -5.77480
C 2.81735 -1.39424 -4.56610
C 1.83672 -1.21802 -3.60255
S 2.33603 -0.68826 -1.96381
O 2.32682 -1.94626 -1.23921
O 3.64621 -0.09092 -2.10938
O 1.34285 0.29863 -1.47746
H -0.80635 -2.56572 -5.21231
H 0.95585 -2.89120 -6.96638
H 3.26429 -2.13504 -6.52547
H 3.82110 -1.05819 -4.34207
N -1.94147 0.09607 -0.17068
C -2.90165 0.80346 0.66713
C -3.83456 1.83055 -0.01291
C -3.32195 3.24386 -0.37432
C -2.47344 3.44238 -1.64641
N -1.05269 3.22003 -1.42151
H -1.42596 0.81110 -0.68708
H -2.40288 -0.49134 -0.85195
H -2.34028 1.29407 1.46516
H -3.53935 0.04609 1.13173
H -4.66006 1.98496 0.69085
H -4.26875 1.37115 -0.90773
H -2.75935 3.65357 0.47109
H -4.21316 3.86783 -0.49765
H -2.66372 4.46174 -2.00732
H -2.80703 2.75470 -2.42533
H -0.57871 4.04395 -1.07765
H -0.58711 2.90199 -2.26406

***

Entry from OMol25: a molecular structure, C26H26BrN8O8P2S2W (ωB97M-V/def2-TZVPD).

The electronic energy is -167802.2712 eV. Its total charge is +1. As for the spin multiplicity: 3. The orbital gap (alpha / beta) comes out at 5.77 / 6.73 eV. The HOMO energy (alpha / beta) is -9.12 / -10.37 eV. The value obtained for the lowest unoccupied orbital energy (alpha / beta) is -3.3 / -3.6 eV. As for the relative energy (zero: lowest compared OMol25 entry of this formula, charge and spin): 57.6 kJ/mol. As for the expectation value of S²: 2.018.

Geometry (Å):
W -0.10968 -0.15683 -0.48670
C -4.05581 0.44451 1.34579
C -2.94698 -0.01873 0.46851
N -1.65948 0.26111 0.76136
N -1.43206 0.91876 1.97148
C -0.47894 1.85438 1.94180
N -0.17097 2.48270 3.07120
S 0.28442 2.18582 0.46259
C -3.08271 -0.82466 -0.66986
C -4.31150 -1.33996 -1.13136
C -4.34078 -2.18653 -2.20171
C -3.13207 -2.53171 -2.82156
C -1.96616 -1.99090 -2.34661
N -1.90517 -1.13854 -1.30956
H -3.90918 1.48784 1.62589
H -4.09372 -0.14381 2.26697
H -5.01738 0.35778 0.84959
H -1.50899 0.29272 2.78598
H -0.67723 2.30711 3.92413
H 0.62650 3.09335 3.09855
H -5.22092 -1.07632 -0.61372
H -5.27798 -2.59431 -2.55408
H -3.09651 -3.21335 -3.65808
H -1.03730 -2.26074 -2.80714
C 0.94592 2.66705 -5.05151
C 0.69833 2.34673 -3.58032
O 0.70755 3.52428 -2.76722
P -0.97696 1.74283 -3.27096
O -1.94946 2.95202 -3.53525
O -1.38453 0.66714 -4.34461
O -1.13393 1.16494 -1.90830
P 1.91874 1.10591 -2.95993
O 3.15960 2.06663 -2.67995
O 2.15442 0.05076 -3.95840
O 1.42070 0.72251 -1.56208
H 0.20184 3.37217 -5.42473
H 0.95037 1.75880 -5.65365
H 1.92724 3.13249 -5.15234
H 1.62233 3.71898 -2.51802
H -1.66868 3.77154 -3.09842
H -1.44717 0.96754 -5.26107
H 3.90130 1.90737 -3.29465
Br 5.90184 1.30035 -4.46384
C 5.98934 -0.25827 -3.38144
C 6.11381 -1.49663 -3.98677
C 6.19365 -2.62482 -3.18666
C 6.09484 -2.50960 -1.80666
C 6.00636 -1.25637 -1.21036
C 5.95711 -0.12120 -2.00382
N 6.20387 -3.73209 -1.05337
N 5.40659 -4.02304 -0.15555
C 4.27858 -3.17442 0.12191
C 4.17535 -2.60379 1.36107
C 3.15456 -1.68054 1.65210
C 2.21102 -1.39875 0.70073
O 1.25268 -0.47207 0.86145
C 2.22929 -2.08304 -0.52947
N 1.21307 -1.78168 -1.39780
C 1.29021 -2.25938 -2.62149
C 2.27045 -3.18234 -3.01834
C 3.23453 -3.56158 -2.13280
C 3.26763 -2.96718 -0.85085
H 6.16466 -1.57954 -5.06312
H 6.32703 -3.60416 -3.62799
H 5.98636 -1.15652 -0.13505
H 5.89711 0.85830 -1.54867
H 4.93324 -2.82092 2.10277
H 3.11455 -1.18112 2.61017
H 0.58390 -1.90095 -3.35233
H 2.24503 -3.56528 -4.02767
H 3.97988 -4.29473 -2.41060
S -0.66379 -2.66694 0.75790
C -0.95276 -2.03915 2.27412
N -1.18587 -1.53441 3.29304

***

Entry from OMol25: a molecular structure, C26H26Cl2IN6PrS2 (ωB97M-V/def2-TZVPD).

The electronic energy is -105208.1013 eV. As for the spin multiplicity: 3. The orbital gap (alpha / beta) comes out at 4.28 / 4.29 eV. The HOMO energy (alpha / beta) is -5.66 / -5.67 eV. The value obtained for the lowest unoccupied orbital energy (alpha / beta) is -1.4 / -1.4 eV. As for the relative energy (zero: lowest compared OMol25 entry of this formula, charge and spin): 144.9 kJ/mol. As for the expectation value of S²: 2.007.

Geometry (Å):
Pr 0.00152 -0.22440 -0.15261
C 5.08112 -0.62157 -3.52257
S 5.40347 0.15657 -1.88121
C 3.68125 0.19139 -1.32388
S 2.27034 -0.18583 -2.26640
N 3.62647 0.74111 -0.12642
N 2.41076 0.86352 0.44437
C 2.53534 1.64544 1.55478
C 1.40969 1.92796 2.33625
C 1.30831 3.02468 3.25019
C 0.21993 3.06227 4.12871
C -0.74342 2.06377 4.08233
C -0.77318 1.25796 2.92556
N 0.22634 1.25397 2.07160
H 6.05711 -0.79491 -3.98993
H 4.50897 0.05394 -4.16271
H 4.59812 -1.58685 -3.43583
H 3.52415 2.07293 1.77977
H 2.05282 3.81808 3.26654
H 0.24274 3.76353 4.93478
H -1.52926 1.92749 4.79012
H -1.69647 0.72104 2.58192
C -1.26186 0.81152 -4.02289
C -1.19612 1.44508 -2.62056
C -0.27445 2.45634 -2.38134
C -0.30049 3.14448 -1.13244
C 0.78694 4.03978 -0.74524
C -1.29481 2.79870 -0.20860
C -2.23768 1.75057 -0.40887
C -3.32054 1.43438 0.57274
C -2.00899 0.95597 -1.57528
H -0.24587 0.60907 -4.48770
H -1.89420 1.41911 -4.67918
H -1.73207 -0.18043 -3.99541
H 0.54070 2.60306 -3.08492
H 0.85057 4.93260 -1.42394
H 1.78025 3.53692 -0.93628
H 0.79576 4.41159 0.27598
H -1.28888 3.38651 0.78430
H -2.90494 0.50186 1.10841
H -4.25532 1.13013 0.10311
H -3.55922 2.20399 1.28560
H -2.52658 0.04911 -1.72731
I -2.77739 -5.20443 -3.74107
C -1.49160 -3.78591 -2.97017
C -0.38799 -3.43159 -3.73409
N 0.30833 -2.51430 -3.04632
N -0.37504 -2.14486 -1.91409
C -1.43972 -2.98909 -1.79458
H -0.09353 -3.72091 -4.72209
H 1.20751 -2.02586 -3.20366
H -2.08110 -2.93836 -0.92138
Cl 1.60913 -2.51907 1.62489
C 0.17561 -3.05234 2.47335
C 0.29666 -3.98164 3.50524
C -0.81997 -4.27955 4.28893
C -2.09270 -3.63419 4.06285
C -2.28355 -2.86207 2.92076
Cl -3.84858 -2.30092 2.45133
C -1.11014 -2.41706 2.06241
N -1.32297 -1.58102 1.11458
H 1.29617 -4.35729 3.68688
H -0.71210 -5.03392 5.14913
H -2.92536 -3.79805 4.72162